This record from OMol25 describes a 18-piece molecular cluster, C64H178N14O22 overall in a non-equilibrium geometry. The level of theory is wB97M-V/def2-TZVPD.

Each line ends with the Löwdin charge.
Element x y z (Å)
C 4.10922 1.69380 0.36633  -0.23
C 4.40916 0.19022 0.08029  -0.21
O 3.21810 -0.52478 -0.03380  -0.09
O 5.19997 2.53606 0.67269  -0.07
H 3.34115 1.76439 1.13652  0.09
H 3.73524 2.33460 -0.43218  0.09
H 5.07056 -0.16998 0.86826  0.12
H 4.90963 0.05571 -0.87863  0.11
H 3.36228 -1.41934 0.28332  0.04
H 5.82062 2.16276 1.30280  0.08
C 2.42829 3.22924 -2.91376  -0.21
C 2.76718 4.36123 -3.85795  -0.26
O 4.02129 4.14985 -4.46019  -0.07
O 1.09605 3.45897 -2.36205  -0.12
H 3.14016 3.24207 -2.08842  0.10
H 2.59196 2.29165 -3.44500  0.10
H 2.73324 5.35940 -3.42137  0.11
H 1.93568 4.35898 -4.56274  0.10
H 3.90805 3.31505 -4.92050  0.00
H 0.89136 2.70720 -1.80121  -0.01
C -5.49691 5.38768 -1.80870  -0.22
C -4.54434 5.42682 -0.53601  -0.25
O -3.73807 6.57642 -0.52275  -0.09
O -6.50041 4.40072 -1.62289  -0.07
H -4.83667 5.15544 -2.64431  0.09
H -5.92374 6.34622 -2.10386  0.12
H -3.89985 4.55392 -0.43212  0.09
H -5.08232 5.32238 0.40620  0.11
H -2.99926 6.46772 -1.12603  0.01
H -7.28681 4.88072 -1.35311  0.08
C 4.74718 4.21499 3.39935  -0.23
C 5.18866 5.21351 4.47932  -0.25
O 5.24611 4.63753 5.75548  -0.05
O 3.46924 3.67131 3.75710  -0.09
H 5.43701 3.41038 3.14473  0.10
H 4.53379 4.74805 2.47284  0.10
H 4.39058 5.95256 4.54989  0.11
H 6.14523 5.65695 4.20284  0.11
H 5.94297 5.03230 6.28476  0.08
H 2.82262 4.20883 3.29391  0.00
C 6.01351 -3.80906 1.45695  -0.05
C 4.59562 -3.87552 2.04177  -0.43
C 3.50355 -4.29952 1.06813  -0.17
O 3.04142 -3.23933 0.20674  -0.23
C 1.88104 -3.73295 -0.42935  -0.09
N 4.70109 -4.70677 3.19656  0.04
H 6.29971 -4.77039 1.03030  0.08
H 6.77075 -3.62599 2.21930  0.08
H 6.04594 -3.07409 0.65266  0.07
H 4.26835 -2.88063 2.34373  0.12
H 2.71346 -4.71478 1.69375  0.08
H 3.88778 -5.06033 0.38868  0.13
H 1.02239 -4.05317 0.16080  0.09
H 2.26782 -4.51879 -1.07817  0.08
H 1.60267 -2.86451 -1.02637  0.08
H 5.14563 -4.17851 3.93373  0.08
H 5.39944 -5.43633 3.18401  0.08
C -6.11490 -3.05168 -3.37741  -0.06
C -6.56428 -3.24271 -1.95597  -0.48
C -5.88457 -2.16953 -1.16024  -0.24
O -6.05351 -2.33489 0.20079  -0.21
C -5.53707 -3.53521 0.81275  -0.05
N -7.96910 -3.09688 -1.89811  0.06
H -6.57381 -2.20101 -3.88127  0.08
H -6.27708 -3.97344 -3.93612  0.09
H -5.04146 -2.89501 -3.48358  0.06
H -6.32009 -4.24082 -1.59230  0.13
H -6.12686 -1.15767 -1.48510  0.14
H -4.80019 -2.20998 -1.26317  0.11
H -5.56956 -3.36439 1.88879  0.08
H -4.55430 -3.65442 0.35663  0.08
H -6.07394 -4.42428 0.48193  0.08
H -8.22605 -2.98265 -0.92804  0.07
H -8.13106 -2.14568 -2.19657  0.08
C -4.34646 -0.56667 -5.70125  -0.09
C -3.04965 -1.15817 -6.10875  -0.46
C -2.58613 -2.33349 -5.23434  -0.19
O -2.52270 -1.97019 -3.85276  -0.21
C -1.90407 -3.05767 -3.06455  -0.06
N -3.17739 -1.45752 -7.51051  0.04
H -4.77729 0.23484 -6.30130  0.09
H -4.33732 -0.25051 -4.65815  0.07
H -5.09485 -1.35745 -5.64943  0.07
H -2.27312 -0.40327 -5.98540  0.12
H -1.58777 -2.62649 -5.55919  0.12
H -3.26913 -3.16635 -5.40153  0.12
H -2.41804 -4.01179 -3.18119  0.09
H -2.03672 -2.74078 -2.03011  0.06
H -0.82373 -3.10535 -3.20128  0.05
H -3.95849 -2.08579 -7.63402  0.07
H -3.43707 -0.62596 -8.02156  0.07
C 1.50378 1.23892 9.66123  -0.06
C 1.96618 0.57228 8.32925  -0.40
C 1.38947 -0.85838 8.14200  -0.19
O 1.78149 -1.41202 6.90026  -0.23
C 1.53622 -2.82670 6.72872  -0.07
N 1.47931 1.44782 7.26437  0.05
H 0.42453 1.39131 9.67133  0.08
H 2.02100 2.19303 9.76247  0.08
H 1.84279 0.65563 10.51735  0.07
H 3.05354 0.50736 8.28998  0.13
H 0.30252 -0.79430 8.19237  0.13
H 1.81366 -1.43051 8.96712  0.12
H 0.46229 -2.95481 6.86428  0.09
H 2.14198 -3.53033 7.29973  0.09
H 1.70411 -3.08190 5.68240  0.06
H 0.80977 2.06154 7.70615  0.05
H 0.96514 1.00908 6.51388  0.01
C 1.97684 4.95451 0.77967  -0.02
C 0.73993 5.08177 1.68935  -0.45
C -0.23243 3.92650 1.43465  -0.11
O -1.36615 3.77766 2.38900  -0.23
C -2.36606 4.79089 2.41554  -0.08
N 1.14708 5.12297 3.02491  0.05
H 2.51673 4.03459 1.00410  0.07
H 2.68139 5.78181 0.86502  0.09
H 1.63920 4.92529 -0.25631  0.06
H 0.15603 6.00019 1.62894  0.12
H 0.32902 3.00619 1.59566  0.10
H -0.71380 3.77508 0.46850  0.12
H -1.94054 5.71814 2.79927  0.09
H -3.20542 4.48112 3.03813  0.09
H -2.78955 4.88393 1.41549  0.06
H 1.44684 6.07311 3.19063  0.11
H 0.26483 4.92269 3.47394  0.08
C 1.61399 -3.67252 -4.51908  -0.05
C 2.66018 -4.74971 -4.85485  -0.41
C 3.82618 -4.64066 -3.89984  -0.18
O 4.40134 -3.33410 -4.00627  -0.20
C 4.97902 -2.89596 -2.79768  -0.10
N 2.07320 -6.09274 -4.84560  0.03
H 0.62595 -3.80297 -4.96052  0.06
H 1.84153 -2.63144 -4.74814  0.08
H 1.25116 -3.78842 -3.49779  0.05
H 2.97309 -4.63576 -5.89273  0.13
H 4.68107 -5.31437 -3.95795  0.13
H 3.42648 -4.67636 -2.88640  0.10
H 4.28270 -2.68904 -1.98502  0.07
H 5.52963 -1.96615 -2.94042  0.08
H 5.66107 -3.64880 -2.40253  0.09
H 2.77202 -6.80165 -5.01646  0.07
H 1.42286 -6.23185 -5.60574  0.07
C 4.95978 -0.47780 -6.14845  -0.06
C 4.67976 0.70641 -5.16736  -0.35
C 6.03885 1.19472 -4.45727  -0.13
O 6.83658 1.92216 -5.45982  -0.21
C 7.89483 2.70425 -4.89684  -0.10
N 3.99042 1.76443 -5.95445  0.03
H 5.63989 -1.15291 -5.62905  0.06
H 5.43649 -0.09959 -7.05278  0.08
H 4.06876 -1.05490 -6.39573  0.07
H 3.87078 0.36155 -4.52337  0.12
H 6.63197 0.48039 -3.88627  0.11
H 5.67930 1.94818 -3.75647  0.10
H 8.64375 2.02375 -4.49170  0.08
H 7.57998 3.50934 -4.23291  0.09
H 8.39640 3.09382 -5.78270  0.09
H 3.31461 1.36508 -6.58998  0.08
H 4.68427 2.11616 -6.59863  0.08
C -2.28939 -3.81008 3.00907  -0.05
C -2.81970 -4.89588 3.92940  -0.40
C -4.39508 -4.91461 4.34963  -0.15
O -4.82531 -3.76435 5.05635  -0.23
C -4.32437 -3.63243 6.34651  -0.11
N -2.47487 -6.21754 3.42415  0.04
H -2.59062 -2.82679 3.37031  0.07
H -2.64504 -3.88414 1.98139  0.07
H -1.20523 -3.91085 2.95865  0.06
H -2.29607 -4.76756 4.87673  0.10
H -4.74313 -5.85401 4.77914  0.12
H -4.87955 -4.94083 3.37356  0.10
H -4.76325 -4.43301 6.94196  0.09
H -4.77263 -2.69148 6.66555  0.09
H -3.23883 -3.64965 6.44344  0.08
H -1.50056 -6.46193 3.31878  0.03
H -2.93019 -6.96923 3.92189  0.07
C 1.12299 -9.44933 2.42332  -0.08
C 0.63783 -8.39535 1.43267  -0.38
C 1.06052 -6.97465 1.93865  -0.21
O 0.33826 -6.56629 3.03522  -0.21
C 0.92218 -5.49105 3.71177  -0.12
N 1.36690 -8.76884 0.19194  0.03
H 0.71853 -9.14413 3.38840  0.07
H 2.21009 -9.52869 2.42061  0.08
H 0.77755 -10.47687 2.30954  0.08
H -0.43951 -8.50178 1.30579  0.14
H 0.82454 -6.22588 1.18250  0.11
H 2.12433 -7.00204 2.17456  0.13
H 0.31774 -5.11038 4.53509  0.08
H 1.22153 -4.61692 3.13351  0.07
H 1.82283 -5.73261 4.27620  0.09
H 2.37690 -8.77055 0.19406  0.06
H 1.17891 -8.02468 -0.46456  0.06
C 0.06036 1.76888 -6.31691  -0.05
C -1.29890 2.51277 -6.15101  -0.44
C -1.38868 3.27539 -4.73468  -0.18
O -2.67178 3.81687 -4.51568  -0.21
C -3.65787 2.91805 -4.05052  -0.08
N -1.37561 3.49657 -7.11552  0.04
H 0.94078 2.40996 -6.27243  0.06
H -0.00972 1.24348 -7.26935  0.08
H 0.23847 0.96240 -5.60560  0.05
H -2.08799 1.76093 -6.16435  0.11
H -0.73140 4.14445 -4.76298  0.10
H -1.03078 2.67476 -3.89846  0.10
H -3.39844 2.67846 -3.01931  0.09
H -3.71500 1.96212 -4.57113  0.06
H -4.62339 3.42282 -4.01763  0.09
H -0.54133 4.05980 -7.03273  0.08
H -2.15888 4.01310 -6.74165  0.08
C 1.91619 -1.22166 3.47536  -0.05
C 2.19306 0.26930 3.78623  -0.35
C 0.91626 1.21244 3.92717  -0.14
O 0.09924 0.88481 5.06748  -0.23
C -0.98438 1.81525 5.09298  -0.08
N 3.06319 0.37779 4.96450  0.06
H 1.06639 -1.53785 4.08031  0.07
H 2.78011 -1.86846 3.62834  0.06
H 1.62409 -1.28669 2.42725  0.05
H 2.74330 0.70317 2.95131  0.10
H 0.36621 1.05793 2.99891  0.10
H 1.12057 2.28303 3.91261  0.11
H -1.55982 1.55596 5.98165  0.09
H -1.61755 1.70121 4.21311  0.07
H -0.60397 2.82676 5.23519  0.09
H 3.76991 -0.33921 4.88339  0.06
H 2.51602 -0.08237 5.67791  0.02
C -6.99243 -0.58235 3.20658  -0.06
C -5.50919 -0.24795 3.39399  -0.39
C -5.12095 1.31120 3.29346  -0.13
O -5.61356 1.77506 2.00812  -0.19
C -4.83543 1.26167 0.95814  -0.12
N -4.97437 -0.80190 4.66698  0.05
H -7.75163 -0.20472 3.89150  0.07
H -7.19969 -1.65156 3.25074  0.07
H -7.31452 -0.13508 2.26621  0.07
H -5.06385 -0.73360 2.52570  0.09
H -4.06451 1.51029 3.47348  0.10
H -5.68943 1.90955 4.00543  0.12
H -3.75097 1.35569 1.01490  0.08
H -5.09251 1.85049 0.07763  0.09
H -5.00871 0.18876 0.87485  0.06
H -5.02723 -1.80931 4.61777  0.02
H -5.60711 -0.42101 5.35594  0.07
C 0.27722 -0.09091 -2.66878  -0.02
C -0.12290 0.43762 -1.29157  -0.41
C -0.35716 -0.61028 -0.22343  -0.20
O -0.96746 0.09212 0.80713  -0.19
C -1.58400 -0.81213 1.72546  -0.09
N 0.88584 1.30571 -0.77264  0.09
H -0.43867 -0.73201 -3.18316  0.06
H 1.20409 -0.65742 -2.57885  0.08
H 0.36577 0.78539 -3.31093  0.05
H -1.04386 1.00295 -1.43418  0.15
H 0.50797 -1.11980 0.20087  0.12
H -1.12297 -1.25502 -0.65466  0.11
H -0.87787 -1.46758 2.23523  0.07
H -2.40028 -1.36349 1.25878  0.08
H -2.11473 -0.24165 2.48768  0.09
H 1.64564 0.68257 -0.53918  0.06
H 0.35111 1.45031 0.07191  0.07
C -0.53677 7.54725 -0.95559  -0.03
C -1.04523 7.08139 -2.31927  -0.42
C 0.02657 7.21187 -3.43662  -0.16
O 0.49826 8.60099 -3.58384  -0.19
C -0.34230 9.27713 -4.53037  -0.10
N -1.54536 5.72881 -2.21156  0.07
H -0.53485 8.63543 -0.89261  0.09
H 0.45691 7.11807 -0.82709  0.07
H -1.18347 7.22118 -0.14100  0.07
H -1.89250 7.71301 -2.58623  0.13
H -0.08149 6.60994 -4.33890  0.12
H 0.91743 6.73779 -3.02464  0.10
H 0.14654 10.24995 -4.58269  0.09
H -1.33747 9.40637 -4.10488  0.08
H -0.34930 8.79702 -5.50892  0.08
H -0.78734 5.07884 -2.05979  0.07
H -1.74560 5.50146 -3.17505  0.06

Values from the calculation:
- orbital gap (eV) = 8.1583
- E (Eh) = -4966.53135
- E_HOMO (eV) = -7.93

***

This record from OMol25 describes one molecule with the formula C3H7NO2. The level of theory is wB97M-V/def2-TZVPD.

Each line ends with the Löwdin charge.
Element x y z (Å)
C -0.83617 1.54651 0.35649  -0.04
C -0.31940 0.16402 0.09064  -0.33
C 1.17701 -0.08203 0.16803  -0.21
O 1.69393 -0.81917 -0.90994  -0.06
N -1.19225 -0.72786 -0.18541  0.05
O -0.60715 -1.99508 -0.34888  -0.08
H -1.92644 1.56662 0.29705  0.08
H -0.52929 1.88803 1.35320  0.09
H -0.42182 2.25244 -0.37216  0.09
H 1.40058 -0.55487 1.13902  0.13
H 1.68926 0.88550 0.15549  0.12
H 1.17002 -1.63440 -0.93816  0.07
H -1.29828 -2.48973 -0.80536  0.10

Values from the calculation:
- orbital gap (eV) = 10.7120
- energy relative to the best compared isomer or geometry (same formula, charge and spin) (kcal/mol) = 63.4
- E (Eh) = -323.67998
- E_HOMO (eV) = -9.85
- SMILES string = C/C(CO)=N/O

***

This record from OMol25 describes one molecule with the formula CH3NOSi in a non-equilibrium geometry. The level of theory is wB97M-V/def2-TZVPD.

Each line ends with the Löwdin charge.
Element x y z (Å)
N -2.68941 -0.05831 0.13265  0.01
C -1.52134 -0.14592 0.07480  -0.30
Si 0.53759 -0.45084 -0.11245  0.61
O 1.27019 1.04041 -0.09372  -0.24
H 0.96236 -0.94120 -1.38394  -0.04
H 0.76457 -1.10262 1.09441  -0.06
H 0.67604 1.65849 0.28825  0.02

Values from the calculation:
- orbital gap (eV) = 12.1284
- energy relative to the best compared isomer or geometry (same formula, charge and spin) (kcal/mol) = 6.6
- E (Eh) = -459.39837
- E_HOMO (eV) = -11.95
- SMILES string = N#C[SiH2]O

***

This record from OMol25 describes C18H31FGaO3 as an isolated structure in a non-equilibrium geometry. The level of theory is wB97M-V/def2-TZVPD.

Each line ends with the Löwdin charge.
Element x y z (Å)
C -3.44355 0.70940 -2.06482  -0.13
C -3.28025 0.41793 -3.60709  -0.25
C -3.34179 -1.10603 -3.99703  -0.36
O -2.63907 -1.90236 -3.03435  -0.35
Ga -0.86464 -2.28661 -3.66676  0.38
C 0.17300 -0.56377 -4.09102  -0.27
C 1.54780 -0.77478 -4.85651  -0.25
C 2.70508 0.09570 -4.19622  -0.20
F 3.63360 -0.77136 -3.54914  -0.12
C -0.00738 -3.47489 -2.21605  -0.26
C 1.38218 -2.95147 -1.65942  -0.24
C 1.28349 -2.10284 -0.35784  -0.19
C 0.72155 -2.54402 0.91064  -0.05
C 0.72622 -1.65882 2.07645  -0.09
C 1.29753 -0.30881 2.03245  -0.10
C 1.85730 0.15681 0.75472  -0.09
C 1.84278 -0.74028 -0.40471  -0.04
H -2.87822 1.66057 -1.83997  0.06
H -3.02245 -0.07806 -1.39623  0.07
H -4.52263 0.91289 -1.84651  0.06
H -4.13995 0.94500 -4.12662  0.09
H -2.35211 0.92915 -3.96678  0.08
H -4.41262 -1.47937 -4.02860  0.10
H -2.84030 -1.31592 -4.99417  0.07
H -1.06959 -3.15882 -5.02471  -0.04
H 0.31482 0.05329 -3.16332  0.04
H -0.48315 0.05055 -4.77593  0.03
H 1.85019 -1.84178 -5.00113  0.10
H 1.43162 -0.33879 -5.89400  0.09
H 3.28987 0.66495 -4.97936  0.10
H 2.29715 0.87076 -3.49799  0.10
H 0.19773 -4.47143 -2.71464  0.03
H -0.76316 -3.68195 -1.40466  0.04
H 1.83240 -2.29958 -2.45656  0.07
H 2.07576 -3.81564 -1.44566  0.10
H 0.29852 -3.56927 1.00683  0.10
H 0.30933 -2.03467 3.04582  0.09
H 1.31089 0.32128 2.94715  0.06
H 2.30998 1.17835 0.68356  0.08
H 2.30260 -0.33813 -1.34230  0.08
O -0.47318 1.17042 4.23701  0.11
C -0.18587 2.04319 5.01012  -0.52
O 0.92707 1.92832 5.76653  0.00
C 1.45172 2.97636 6.58689  -0.24
C 0.76570 3.01149 7.93747  -0.07
C -1.09437 3.22679 5.21499  0.01
H 1.40889 3.93653 6.06833  0.11
H 2.50946 2.74881 6.72735  0.12
H -0.30190 3.21512 7.84272  0.07
H 1.20851 3.78019 8.57403  0.08
H 0.86031 2.04439 8.43651  0.08
H -1.89990 2.94430 5.89338  0.10
H -1.51645 3.50480 4.24949  0.09
H -0.59051 4.11211 5.59768  0.07

Values from the calculation:
- orbital gap (eV) = 6.5506
- E (Eh) = -2954.78726
- E_HOMO (eV) = -4.51
- charge = -1

***

Which of these has the lowest E? C64H178N14O22